(i)
The following is a DFT calculation (the ωB97M-V functional and the def2-TZVPD basis) of 2 unconnected molecules or ions with the total composition C4H12.

lowest unoccupied orbital energy (spin up / spin down)	4.368 / 4.440	eV

```
! RIJCOSX wB97M-V def2-TZVPD def2/J DEFGRID3
* xyz -1 2
C 1.928 -1.076 0.099
C 2.276 0.347 -0.020
H 0.828 -1.236 -0.024
H 2.455 -1.656 -0.763
H 2.061 -1.659 1.000
H 3.302 0.705 0.024
H 1.843 0.919 0.801
H 1.764 0.800 -0.856
C -2.038 1.161 0.012
C -2.100 -0.396 -0.045
H -2.767 1.523 0.734
H -1.017 1.366 0.327
H -2.268 1.543 -0.972
H -3.097 -0.785 -0.310
H -1.765 -0.873 0.877
H -1.403 -0.682 -0.883
*
```

Results of the Löwdin charge analysis, in e, for atoms 1 through 5: -0.3224 -0.4362 0.0399 0.0701 0.0248

(ii)
The following is a DFT calculation (the ωB97M-V functional and the def2-TZVPD basis) of 2 unconnected molecules or ions with the total composition C4H12.

lowest unoccupied orbital energy (spin up / spin down)	4.313 / 4.484	eV

```
! RIJCOSX wB97M-V def2-TZVPD def2/J DEFGRID3
* xyz -1 2
C 0.435 1.011 -1.078
C 0.001 2.059 -2.047
H 1.304 0.478 -1.480
H 0.938 1.367 -0.150
H -0.239 0.345 -0.550
H 0.726 2.269 -2.846
H -0.153 3.069 -1.654
H -0.885 1.763 -2.604
C -0.805 -1.257 2.042
C 0.287 -1.843 1.134
H -1.190 -0.336 1.593
H -1.692 -1.893 2.040
H -0.378 -1.074 3.027
H 0.933 -1.139 0.607
H -0.224 -2.305 0.277
H 0.942 -2.513 1.687
*
```

Results of the Löwdin charge analysis, in e, for atoms 1 through 5: -0.4299 -0.3457 0.0240 0.0233 0.0168

(iii)
The following is a DFT calculation (the ωB97M-V functional and the def2-TZVPD basis) of 2 unconnected molecules or ions with the total composition C4H12.

lowest unoccupied orbital energy (spin up / spin down)	4.284 / 4.432	eV

```
! RIJCOSX wB97M-V def2-TZVPD def2/J DEFGRID3
* xyz -1 2
C -1.988 1.687 0.203
C -2.149 2.074 -1.277
H -2.472 2.392 0.886
H -2.416 0.698 0.375
H -0.923 1.569 0.426
H -1.976 1.200 -1.909
H -1.410 2.821 -1.569
H -3.152 2.442 -1.487
C 1.963 -2.346 -0.033
C 2.181 -1.367 1.109
H 0.960 -2.772 0.053
H 1.957 -1.851 -1.009
H 2.713 -3.145 -0.059
H 3.215 -1.015 1.192
H 1.981 -1.884 2.053
H 1.517 -0.505 1.047
*
```

Results of the Löwdin charge analysis, in e, for atoms 1 through 5: -0.3462 -0.3183 0.0351 0.0127 0.0159

(iii) is the most stable structure; the next one sits 46.4 kJ/mol above it.

(i)
The following is a DFT calculation (the ωB97M-V functional and the def2-TZVPD basis) of 2 unconnected molecules or ions with the total composition C4H12.

lowest unoccupied orbital energy (spin up / spin down)	4.252 / 4.365	eV

```
! RIJCOSX wB97M-V def2-TZVPD def2/J DEFGRID3
* xyz -1 2
C -0.656 -0.557 2.794
C 0.158 -0.254 1.539
H -0.191 -0.041 3.652
H -1.716 -0.395 2.771
H -0.583 -1.654 2.935
H 1.180 -0.552 1.824
H 0.135 0.813 1.349
H -0.313 -0.676 0.642
C 0.731 0.967 -2.188
C -0.278 -0.209 -2.215
H 1.409 1.137 -3.047
H 0.153 1.857 -1.950
H 1.503 0.793 -1.404
H -1.109 0.213 -2.852
H -0.518 -0.319 -1.172
H 0.096 -1.123 -2.679
*
```

Results of the Löwdin charge analysis, in e, for atoms 1 through 5: -0.3844 -0.3973 0.0357 0.0139 0.0341

(ii)
The following is a DFT calculation (the ωB97M-V functional and the def2-TZVPD basis) of 2 unconnected molecules or ions with the total composition C4H12.

lowest unoccupied orbital energy (spin up / spin down)	4.380 / 4.403	eV

```
! RIJCOSX wB97M-V def2-TZVPD def2/J DEFGRID3
* xyz -1 2
C -2.850 -0.064 0.515
C -1.885 0.229 -0.680
H -3.704 0.706 0.477
H -3.388 -1.110 0.444
H -2.216 0.045 1.503
H -1.202 -0.550 -1.082
H -1.171 1.081 -0.464
H -2.428 0.487 -1.615
C 2.425 0.680 -0.072
C 2.291 -0.892 0.258
H 3.130 0.977 -0.846
H 1.407 0.983 -0.312
H 2.931 1.175 0.795
H 1.285 -0.889 0.770
H 3.101 -1.151 0.878
H 2.369 -1.478 -0.675
*
```

Results of the Löwdin charge analysis, in e, for atoms 1 through 5: -0.3544 -0.4294 0.0368 0.0520 0.0422

(i) is the most stable structure; the next one sits 34.3 kJ/mol above it.

(i)
The following is a DFT calculation (the ωB97M-V functional and the def2-TZVPD basis) of 2 unconnected molecules or ions with the total composition C3H10N2O.

lowest unoccupied orbital energy	1.032	eV
SMILES	[H]/N=C\C.CNO

```
! RIJCOSX wB97M-V def2-TZVPD def2/J DEFGRID3
* xyz 0 1
H 0.945 -1.497 2.245
N 0.111 -1.219 1.717
C 0.059 0.068 1.575
C 1.004 1.000 2.269
H -0.840 0.510 1.093
H 0.442 1.827 2.711
H 1.708 1.403 1.537
H 1.563 0.487 3.055
C -0.461 -1.136 -1.933
N -0.286 0.308 -1.803
O -1.388 0.895 -2.532
H -0.130 -1.472 -2.921
H -1.503 -1.439 -1.782
H 0.139 -1.643 -1.172
H -0.416 0.574 -0.772
H -0.948 1.334 -3.286
*
```

Results of the Löwdin charge analysis, in e, for atoms 1 through 5: 0.0436 0.0749 -0.3097 -0.0912 0.1012

(ii)
The following is a DFT calculation (the ωB97M-V functional and the def2-TZVPD basis) of 2 unconnected molecules or ions with the total composition C3H10N2O.

lowest unoccupied orbital energy	0.572	eV
SMILES	CC/N=C\N.O

```
! RIJCOSX wB97M-V def2-TZVPD def2/J DEFGRID3
* xyz 0 1
C 0.143 -0.504 2.975
C -0.596 -1.417 1.885
N -1.565 -0.649 1.180
C -1.301 -0.300 -0.019
N -0.242 -0.828 -0.793
H -0.175 0.516 2.863
H 1.210 -0.469 2.738
H -0.154 -0.877 3.942
H -1.078 -2.133 2.585
H 0.104 -2.061 1.363
H -1.891 0.507 -0.425
H 0.608 -1.121 -0.352
H -0.164 -0.363 -1.681
O 1.948 3.035 -5.662
H 1.129 3.480 -5.880
H 2.022 3.185 -4.720
*
```

Results of the Löwdin charge analysis, in e, for atoms 1 through 5: -0.0725 -0.3084 -0.0077 -0.2681 0.0721

(iii)
The following is a DFT calculation (the ωB97M-V functional and the def2-TZVPD basis) of a molecular structure, C3H10N2O.

lowest unoccupied orbital energy	1.050	eV

```
! RIJCOSX wB97M-V def2-TZVPD def2/J DEFGRID3
* xyz 0 1
C 0.404 1.135 0.456
C -0.179 -0.939 -0.761
C -1.189 -1.355 0.283
N 1.094 0.203 -0.306
N -0.372 2.019 -0.301
O 1.899 -0.577 0.585
H 2.762 -0.542 0.142
H 1.524 1.811 0.843
H -0.043 0.808 1.396
H -1.353 1.999 -0.057
H 0.029 2.171 -1.218
H -0.655 -0.523 -1.650
H 0.447 -1.780 -1.065
H -1.701 -2.277 -0.020
H -0.707 -1.564 1.242
H -1.959 -0.592 0.432
*
```

Results of the Löwdin charge analysis, in e, for atoms 1 through 5: -0.4407 -0.1386 -0.1289 -0.1590 0.0281

(iv)
The following is a DFT calculation (the ωB97M-V functional and the def2-TZVPD basis) of 2 unconnected molecules or ions with the total composition C3H10N2O.

lowest unoccupied orbital energy	0.937	eV
SMILES	[H]/N=C\N.CCO

```
! RIJCOSX wB97M-V def2-TZVPD def2/J DEFGRID3
* xyz 0 1
H -1.298 1.251 0.595
N -2.098 1.310 0.070
C -2.266 0.376 -0.864
N -1.341 -0.678 -1.246
H -3.069 0.373 -1.587
H -0.395 -0.445 -0.985
H -1.626 -1.246 -2.001
C 1.314 -1.006 1.160
C 1.838 0.177 0.370
O 0.733 1.147 0.164
H 2.082 -1.520 1.728
H 0.869 -1.732 0.430
H 0.546 -0.546 1.826
H 2.507 0.731 0.999
H 2.261 0.087 -0.600
H -0.057 1.720 -0.060
*
```

Results of the Löwdin charge analysis, in e, for atoms 1 through 5: -0.0486 0.0529 -0.2536 0.0734 0.0914

(ii) is the most stable structure; the next one sits 157.9 kJ/mol above it.

(i)
The following is a DFT calculation (the ωB97M-V functional and the def2-TZVPD basis) of C3H10N2O in the gas phase.

lowest unoccupied orbital energy	0.749	eV
SMILES	NC[C@@H](N)CO

```
! RIJCOSX wB97M-V def2-TZVPD def2/J DEFGRID3
* xyz 0 1
N 1.821 1.206 0.419
C 0.703 0.503 1.112
C -0.100 -0.404 0.095
N -1.039 -1.257 0.839
C -0.836 0.442 -0.952
O -1.380 -0.313 -1.977
H 2.243 0.457 -0.126
H 1.490 1.834 -0.302
H 0.121 1.280 1.603
H 1.188 -0.182 1.816
H 0.735 -0.953 -0.376
H -1.422 -1.859 0.110
H -0.655 -1.923 1.499
H -1.588 0.980 -0.369
H -0.311 1.357 -1.300
H -0.971 -1.168 -2.090
*
```

Results of the Löwdin charge analysis, in e, for atoms 1 through 5: -0.0187 -0.2235 -0.3972 0.0407 -0.2664

(ii)
The following is a DFT calculation (the ωB97M-V functional and the def2-TZVPD basis) of a molecular structure, C3H10N2O.

lowest unoccupied orbital energy	0.394	eV

```
! RIJCOSX wB97M-V def2-TZVPD def2/J DEFGRID3
* xyz 0 1
C 0.732 0.436 1.477
C -0.442 -0.059 1.070
N -1.574 0.896 0.935
N 1.966 -0.148 1.263
H 0.806 1.428 1.940
H -0.543 -0.547 -0.140
H -2.373 0.614 1.501
H -1.350 1.874 1.156
H -1.862 0.844 -0.050
H 1.958 -0.757 0.464
H 2.763 0.465 1.297
C 0.003 -1.025 -2.204
O -0.990 -0.632 -1.315
H 1.020 -0.995 -1.764
H -0.161 -2.047 -2.566
H 0.048 -0.348 -3.065
*
```

Results of the Löwdin charge analysis, in e, for atoms 1 through 5: -0.2570 -0.1708 0.1215 0.0451 0.1032

(iii)
The following is a DFT calculation (the ωB97M-V functional and the def2-TZVPD basis) of 2 unconnected molecules or ions with the total composition C3H10N2O.

lowest unoccupied orbital energy	0.851	eV
SMILES	C/C(N)=C/N.O

```
! RIJCOSX wB97M-V def2-TZVPD def2/J DEFGRID3
* xyz 0 1
C -0.385 -1.977 -0.433
C 0.050 -0.595 0.026
N 1.042 0.009 -0.854
C -0.253 -0.164 1.265
N 0.046 1.168 1.756
H -0.720 -1.882 -1.494
H -1.288 -2.405 0.006
H 0.394 -2.771 -0.197
H 1.658 -0.717 -1.257
H 1.769 0.531 -0.270
H -0.823 -0.733 2.021
H 0.033 1.778 0.861
H -0.776 1.490 2.291
O -0.052 2.378 -1.093
H 0.303 1.617 -1.443
H -0.998 2.272 -1.187
*
```

Results of the Löwdin charge analysis, in e, for atoms 1 through 5: -0.0897 -0.3986 0.0145 -0.1765 -0.0052

(i) is the most stable structure; the next one sits 8.7 kJ/mol above it.

(i)
The following is a DFT calculation (the ωB97M-V functional and the def2-TZVPD basis) of C3H10N2O in the gas phase.

lowest unoccupied orbital energy	0.992	eV
SMILES	NCCNCO

```
! RIJCOSX wB97M-V def2-TZVPD def2/J DEFGRID3
* xyz 0 1
N 0.754 -1.851 0.874
C 1.401 -0.696 0.236
C 0.612 -0.030 -0.912
N -0.115 1.165 -0.477
C -1.272 1.000 0.383
O -2.326 0.418 -0.363
H 0.393 -2.475 0.172
H -0.035 -1.525 1.427
H 2.426 -0.997 -0.021
H 1.674 0.043 0.998
H 1.345 0.164 -1.699
H -0.225 -0.553 -1.381
H 0.456 1.908 -0.111
H -1.011 0.384 1.243
H -1.604 1.989 0.691
H -2.473 1.056 -1.059
*
```

Results of the Löwdin charge analysis, in e, for atoms 1 through 5: -0.0117 -0.2730 -0.2058 -0.0844 -0.3012

(ii)
The following is a DFT calculation (the ωB97M-V functional and the def2-TZVPD basis) of 2 unconnected molecules or ions with the total composition C3H10N2O.

lowest unoccupied orbital energy	1.056	eV
SMILES	[H]/N=C/NCC.O

```
! RIJCOSX wB97M-V def2-TZVPD def2/J DEFGRID3
* xyz 0 1
H -0.410 0.668 3.026
N -0.206 -0.132 2.330
C 0.387 0.402 1.290
N 0.421 -0.244 0.036
C 0.922 0.715 -1.057
C -0.169 0.923 -2.187
H 1.133 1.197 1.266
H -0.180 -1.041 -0.148
H 1.183 1.684 -0.622
H 1.876 0.230 -1.239
H -0.648 -0.059 -2.423
H -0.947 1.574 -1.813
H 0.369 1.237 -2.995
O -1.244 -2.253 1.125
H -1.671 -3.052 1.425
H -0.816 -1.851 1.986
*
```

Results of the Löwdin charge analysis, in e, for atoms 1 through 5: 0.0786 -0.0008 -0.2837 -0.0117 -0.2063

(iii)
The following is a DFT calculation (the ωB97M-V functional and the def2-TZVPD basis) of 2 unconnected molecules or ions with the total composition C3H10N2O.

lowest unoccupied orbital energy	0.620	eV
SMILES	C=CO.NCN

```
! RIJCOSX wB97M-V def2-TZVPD def2/J DEFGRID3
* xyz 0 1
C 1.984 0.477 0.212
C 1.301 1.354 1.009
O 0.006 1.749 0.823
H 3.054 0.224 0.441
H 1.674 -0.062 -0.637
H 1.638 1.907 1.852
H -0.231 2.363 1.389
N -1.141 -0.139 -1.355
C -0.886 -1.636 -1.066
N -0.908 -1.744 0.355
H -2.075 0.081 -1.182
H -0.560 0.463 -0.771
H -1.620 -2.215 -1.670
H 0.070 -1.931 -1.457
H -0.237 -1.230 0.916
H -1.810 -1.574 0.607
*
```

Results of the Löwdin charge analysis, in e, for atoms 1 through 5: 0.0228 -0.2236 0.0206 0.0701 0.0237

(i) is the most stable structure; the next one sits 29.4 kJ/mol above it.

(i)
The following is a DFT calculation (the ωB97M-V functional and the def2-TZVPD basis) of C5H4N2 in the gas phase.

lowest unoccupied orbital energy	0.408	eV
SMILES	C#C/C(C#N)=C\N

```
! RIJCOSX wB97M-V def2-TZVPD def2/J DEFGRID3
* xyz 0 1
C 1.358 2.184 -0.100
C 0.668 1.154 0.092
C -0.202 -0.031 0.187
C -1.595 0.165 0.069
N -2.770 0.114 -0.127
C 0.253 -1.316 0.036
N 1.543 -1.597 -0.148
H 2.087 2.980 -0.129
H -0.432 -2.186 0.019
H 1.902 -2.544 -0.032
H 2.131 -0.815 0.354
*
```

Results of the Löwdin charge analysis, in e, for atoms 1 through 5: 0.1252 -0.0982 -0.2917 -0.2209 0.1313

(ii)
The following is a DFT calculation (the ωB97M-V functional and the def2-TZVPD basis) of C5H4N2 in the gas phase.

lowest unoccupied orbital energy	0.789	eV
SMILES	C#Cc1c[nH]cn1

```
! RIJCOSX wB97M-V def2-TZVPD def2/J DEFGRID3
* xyz 0 1
C 3.083 -0.127 0.046
C 1.844 -0.069 -0.105
C 0.418 -0.065 -0.068
C -0.472 0.963 -0.100
N -1.729 0.442 0.018
C -1.588 -0.949 -0.016
N -0.375 -1.237 -0.017
H 4.103 -0.518 0.052
H -0.226 2.063 0.175
H -2.562 1.072 0.034
H -2.495 -1.574 -0.018
*
```

Results of the Löwdin charge analysis, in e, for atoms 1 through 5: 0.1062 -0.0773 -0.3149 -0.0972 0.0332

(iii)
The following is a DFT calculation (the ωB97M-V functional and the def2-TZVPD basis) of C5H4N2 in the gas phase.

lowest unoccupied orbital energy	0.794	eV
SMILES	C=C=C1N[C@H]1C#N

```
! RIJCOSX wB97M-V def2-TZVPD def2/J DEFGRID3
* xyz 0 1
C 2.494 -0.194 -0.521
C 1.342 -0.017 0.064
C 0.085 -0.167 0.303
N -0.878 -1.048 0.827
C -1.277 -0.033 -0.196
C -2.118 1.085 0.171
N -2.813 1.969 0.440
H 3.435 0.296 -0.312
H 2.460 -0.939 -1.312
H -1.199 -0.800 1.760
H -1.480 -0.455 -1.178
*
```

Results of the Löwdin charge analysis, in e, for atoms 1 through 5: 0.0213 -0.0214 -0.2658 0.1174 -0.2199

(iv)
The following is a DFT calculation (the ωB97M-V functional and the def2-TZVPD basis) of C5H4N2 in the gas phase.

lowest unoccupied orbital energy	0.988	eV
SMILES	C#Cc1ccn[nH]1

```
! RIJCOSX wB97M-V def2-TZVPD def2/J DEFGRID3
* xyz 0 1
C -1.067 -2.635 0.034
C -0.617 -1.518 0.053
C -0.071 -0.202 0.032
C -0.550 1.014 0.484
C 0.446 1.940 0.121
N 1.464 1.355 -0.500
N 1.132 0.067 -0.543
H -1.473 -3.623 0.012
H -1.482 1.192 0.999
H 0.462 3.010 0.280
H 1.757 -0.597 -0.973
*
```

Results of the Löwdin charge analysis, in e, for atoms 1 through 5: 0.1263 -0.0716 -0.2968 -0.0253 -0.1631

(iv) is the most stable structure; the next one sits 28.7 kJ/mol above it.